Density functional theory data (the ωB97M-V functional and the def2-TZVPD basis) for a cluster of 16 separate species, C38H113N13O16 in total at a distorted geometry.

Last column: Löwdin charge in e.
Positions of all 180 atoms, in Å:
C  11.93108  -4.94004  19.58064  -0.063
C  12.80469  -3.97365  18.69146  -0.271
O  14.15745  -3.71219  19.17514  -0.150
H  12.47969  -5.86356  19.76942  0.044
H  10.98900  -5.11321  19.02874  0.072
H  11.78676  -4.44445  20.58274  0.082
H  12.22386  -3.07426  18.52806  0.100
H  12.90671  -4.41301  17.70757  0.092
H  14.04935  -3.01621  19.92285  0.100
C  14.14498  -2.82777  23.99125  -0.066
C  14.88144  -3.17724  22.69980  -0.318
O  14.83677  -2.29375  21.58298  -0.079
H  14.56918  -1.88955  24.47070  0.090
H  14.26925  -3.64506  24.70669  0.047
H  13.09450  -2.54201  23.82859  0.076
H  14.52623  -4.16919  22.35115  0.094
H  15.89500  -3.49358  22.87231  0.094
H  15.37971  -1.56579  21.88561  0.093
C  18.04220  -14.79659  19.82769  -0.086
C  19.43383  -14.28446  20.13040  -0.291
O  19.38982  -13.49163  21.36047  -0.115
H  17.98418  -15.35494  18.88977  0.077
H  17.27468  -13.99171  19.75336  0.088
H  17.84914  -15.46991  20.62372  0.057
H  19.80286  -13.66468  19.29574  0.113
H  20.15502  -15.06032  20.33579  0.101
H  20.31276  -13.25236  21.52989  0.079
C  16.26230  -6.08745  27.62279  -0.065
C  15.20830  -5.38409  26.73037  -0.319
O  14.88315  -6.15018  25.60248  -0.138
H  15.78752  -6.78556  28.31056  0.058
H  16.76592  -5.27927  28.23250  0.088
H  17.01469  -6.56597  26.95882  0.073
H  15.47143  -4.36688  26.40179  0.101
H  14.21914  -5.40321  27.31361  0.114
H  15.11321  -7.08637  25.69028  0.036
C  21.56867  -6.94344  25.02080  -0.093
C  20.33640  -7.41801  25.68891  -0.353
O  19.12539  -7.04977  25.09285  -0.110
H  21.74141  -5.85934  25.18216  0.084
H  21.57274  -7.02506  23.93918  0.072
H  22.43637  -7.36183  25.52013  0.077
H  20.24095  -7.08111  26.70118  0.108
H  20.44915  -8.55231  25.69099  0.119
H  19.24746  -7.03472  24.13723  0.026
C  8.98181  -7.68240  14.97839  -0.121
C  9.92271  -6.58277  15.21055  -0.324
O  11.09466  -7.00915  15.94653  -0.096
H  9.34611  -8.42035  14.24400  0.084
H  8.00379  -7.39296  14.55424  0.082
H  8.66438  -8.20841  15.91875  0.092
H  9.49103  -5.74309  15.74591  0.109
H  10.29820  -6.32814  14.23299  0.107
H  10.79185  -7.78806  16.43663  0.063
C  15.58228  -12.50774  23.77987  -0.092
C  15.45628  -13.46312  22.63862  -0.288
O  14.74309  -13.02992  21.46575  -0.128
H  16.07355  -12.98391  24.59232  0.070
H  14.61547  -12.19910  24.17418  0.059
H  16.09789  -11.57787  23.61038  0.044
H  15.19597  -14.45612  22.99102  0.112
H  16.54376  -13.60720  22.36998  0.109
H  13.78198  -13.20783  21.55930  0.038
C  14.13956  -7.30484  22.48708  -0.038
C  15.55179  -7.24934  21.92972  -0.365
C  15.58796  -6.68367  20.53035  -0.177
O  14.77015  -7.44125  19.58671  -0.271
C  15.06602  -7.05402  18.21390  -0.037
N  16.47648  -6.40583  22.78413  0.082
H  13.59146  -8.06135  21.97438  0.058
H  13.55677  -6.37106  22.38535  0.088
H  14.05028  -7.64387  23.54365  0.048
H  15.92411  -8.26844  21.94546  0.128
H  16.62204  -6.76189  20.16933  0.111
H  15.23729  -5.61657  20.45778  0.115
H  14.56043  -6.13466  17.97674  0.068
H  14.71900  -7.87858  17.61398  0.072
H  16.18429  -6.93883  18.17380  0.096
H  16.07962  -6.32052  23.70307  0.040
H  17.37454  -6.86335  22.93225  0.047
C  13.36477  -12.72751  15.54373  -0.057
C  13.03801  -13.21887  14.11845  -0.454
C  11.64999  -13.80395  14.01932  -0.264
O  11.45939  -14.35064  12.74324  -0.196
C  10.30617  -15.22467  12.67717  -0.077
N  13.28969  -12.20465  13.11970  0.051
H  13.40386  -13.58325  16.30692  0.107
H  12.72958  -11.96721  15.97482  0.067
H  14.33308  -12.23356  15.44854  0.042
H  13.73906  -14.09977  13.91361  0.160
H  10.94818  -12.96705  14.25817  0.139
H  11.54491  -14.48832  14.82387  0.106
H  10.59295  -16.09674  13.31484  0.096
H  10.12186  -15.51641  11.66192  0.072
H  9.41006  -14.68763  13.09519  0.098
H  13.20164  -12.55672  12.19752  0.058
H  12.68346  -11.41805  13.22062  0.069
C  11.38361  -14.35393  19.91490  -0.063
C  10.87340  -13.90822  21.34117  -0.382
C  10.38531  -15.13673  22.16674  -0.219
O  9.71427  -14.87390  23.39227  -0.192
C  8.29361  -14.91728  23.19615  -0.109
N  11.94259  -13.15911  22.09601  0.044
H  10.51805  -14.61616  19.32366  0.063
H  12.08771  -15.24823  20.08537  0.097
H  12.00213  -13.55644  19.48118  0.043
H  10.01686  -13.29113  21.05706  0.125
H  11.29529  -15.77930  22.39085  0.140
H  9.71011  -15.78555  21.54626  0.122
H  8.04321  -15.82419  22.71430  0.059
H  7.88443  -14.08514  22.61404  0.084
H  7.73546  -14.84706  24.18297  0.106
H  11.78815  -12.17904  21.85626  0.065
H  11.67178  -13.16810  23.09740  0.088
C  17.46487  -10.31435  12.24816  -0.083
C  17.74866  -10.34452  13.72511  -0.453
C  16.82289  -9.29291  14.40172  -0.157
O  17.04521  -9.08492  15.82050  -0.233
C  16.53764  -10.13227  16.67642  -0.084
N  17.47079  -11.63816  14.28765  0.025
H  18.10275  -11.09165  11.72410  0.094
H  17.71868  -9.34235  11.81492  0.073
H  16.37678  -10.51278  12.11525  0.086
H  18.74121  -10.02010  13.93112  0.129
H  15.75761  -9.44197  14.26143  0.124
H  17.11313  -8.32764  14.04634  0.115
H  16.63033  -9.79839  17.67414  0.057
H  17.15836  -11.02525  16.59073  0.080
H  15.53765  -10.33804  16.40647  0.060
H  16.47366  -11.93476  14.33757  0.084
H  17.96556  -12.39303  13.78924  0.084
C  12.21681  -10.11996  25.58017  -0.028
C  13.13543  -8.87412  25.79694  -0.398
C  12.99578  -8.37917  27.22156  -0.148
O  13.78671  -9.29373  28.00855  -0.209
C  13.45759  -9.39610  29.33534  -0.136
N  14.54649  -9.14096  25.63314  0.047
H  12.48862  -10.58199  24.61120  0.073
H  11.21502  -9.77450  25.54414  0.062
H  12.30134  -10.83525  26.34318  0.060
H  12.89516  -8.13065  25.04013  0.117
H  11.95109  -8.46478  27.50756  0.127
H  13.33222  -7.41043  27.35127  0.079
H  13.93780  -10.31605  29.79873  0.115
H  12.37938  -9.55072  29.46197  0.084
H  13.66450  -8.52689  29.92496  0.074
H  14.71722  -9.71741  24.79172  0.083
H  14.91928  -9.64981  26.40324  0.069
C  18.21362  -4.19482  19.58432  -0.621
O  19.29593  -4.02768  18.98763  -0.043
N  18.13123  -4.65760  20.93454  0.139
N  17.04600  -3.85256  18.96345  0.169
H  18.99062  -4.97939  21.42078  0.103
H  17.27448  -4.97428  21.45431  0.048
H  17.14316  -3.70034  17.95673  0.117
H  16.09597  -4.03229  19.22741  0.033
C  19.33923  -7.91404  18.65898  -0.705
O  19.08216  -8.99810  19.13369  0.011
N  19.05235  -7.58022  17.40674  0.182
N  20.15562  -7.01700  19.29894  0.158
H  18.54035  -8.25752  16.83748  0.082
H  19.42087  -6.71956  17.00172  0.121
H  20.15708  -5.98305  19.13797  0.081
H  20.20514  -7.24590  20.30182  0.082
C  18.99731  -9.16083  22.74380  -0.573
O  19.43198  -7.98953  22.49158  -0.056
N  18.86507  -10.01611  21.73452  0.195
N  18.43008  -9.57090  23.97271  0.171
H  18.91199  -9.67602  20.75342  0.074
H  18.78395  -10.95771  21.83810  0.043
H  17.90603  -10.42804  23.96140  0.068
H  18.69926  -9.01887  24.79093  0.068
C  13.05834  -10.52413  19.61471  -0.634
O  12.17657  -11.35746  19.68544  0.005
N  12.83309  -9.28370  19.00806  0.154
N  14.34411  -10.67247  20.10445  0.176
H  11.86124  -9.20686  18.94417  0.065
H  13.39880  -8.50220  19.40252  0.059
H  14.70771  -11.58423  20.41771  0.068
H  14.98719  -9.91057  19.91547  0.079

- Highest occupied orbital energy: -8.79 eV
- E: -93369.22432 eV
- Orbital gap: 0.343 hartree
- Charge: 0

=====

Density functional theory data (the ωB97M-V functional and the def2-TZVPD basis) for a cluster of 2 separate species, C3H4N2O in total at a distorted geometry.

Last column: Löwdin charge in e.
Positions of all 10 atoms, in Å:
C  -1.65484  2.09543  -2.09817  -0.115
C  -0.47349  -0.35990  -0.05617  0.074
C  0.61280  -1.27312  0.44381  -0.400
N  -2.24768  2.91554  -2.59343  0.042
N  1.64311  -0.74531  1.29102  0.051
O  -0.67187  -1.03224  1.02218  0.020
H  -1.00577  1.59082  -1.38405  -0.007
H  0.73340  -2.31995  -0.10994  0.170
H  1.47136  0.26311  1.25259  0.078
H  1.59299  -1.13437  2.23216  0.087

- Highest occupied orbital energy: -10.25 eV
- E: -8198.77731 eV
- Orbital gap: 0.367 hartree
- Charge: 0

=====

Density functional theory data (the ωB97M-V functional and the def2-TZVPD basis) for a structure of composition C6H19CdNO5 at a distorted geometry.

Last column: Löwdin charge in e.
Positions of all 32 atoms, in Å:
Cd  0.26262  -0.18511  -0.89630  1.329
O  2.24816  -0.32123  -0.10199  -0.446
C  2.96137  0.74119  -0.68150  -0.437
C  2.41859  1.26721  -2.03961  -0.438
O  1.02555  1.39464  -2.26428  -0.451
H  3.99209  0.38258  -0.85214  0.083
H  3.14062  1.58712  0.01306  0.078
H  2.77944  0.52036  -2.78415  0.072
H  2.95709  2.16544  -2.37842  0.084
C  -1.67998  1.64859  2.71918  -0.059
C  -0.99548  0.69931  1.73169  -0.418
C  -1.74103  -0.60470  1.49717  -0.166
O  -0.96049  -1.31820  0.53805  -0.310
C  -0.55363  -2.63616  0.86678  -0.079
N  -0.68117  1.40521  0.44877  0.007
H  -2.71654  1.81043  2.39765  0.080
H  -1.25738  2.65300  2.74910  0.078
H  -1.61814  1.25315  3.73586  0.082
H  -0.03998  0.40325  2.18059  0.145
H  -2.74569  -0.38164  1.12253  0.132
H  -1.75032  -1.15273  2.43750  0.128
H  -0.87715  -3.31920  0.08027  0.086
H  -0.93022  -2.98231  1.82707  0.089
H  0.53674  -2.68153  0.87477  0.093
H  -1.55920  1.82859  0.14649  0.091
H  -0.09073  2.17646  0.74104  0.097
O  -1.46682  0.01412  -2.12626  -0.125
H  -2.41554  0.19748  -2.12780  0.070
H  -1.19191  0.07467  -3.05641  0.070
O  0.80605  -1.89583  -2.12574  -0.110
H  0.38280  -2.70918  -2.43415  0.068
H  1.76027  -2.03500  -2.23880  0.076

- Highest occupied orbital energy: -6.33 eV
- E: -22819.15404 eV
- Orbital gap: 0.232 hartree
- Charge: 0

=====

Density functional theory data (the ωB97M-V functional and the def2-TZVPD basis) for a cluster of 2 separate species, C12H5N8O6 in total at a distorted geometry.

Last column: Löwdin charge in e.
Positions of all 31 atoms, in Å:
C  -2.04473  0.15351  2.27215  -0.134
C  -0.82036  0.82297  2.25320  -0.063
C  0.34105  0.05255  2.36864  -0.287
C  0.27360  -1.36419  2.57845  -0.294
C  -0.96928  -2.01254  2.63656  -0.059
C  -2.11725  -1.24276  2.44718  -0.139
N  1.57125  -1.84006  2.57950  -0.021
N  2.37550  -0.77930  2.34766  -0.094
N  1.67604  0.35369  2.21166  -0.057
H  -2.96741  0.71912  2.13934  0.082
H  -0.71597  1.89653  2.13982  0.085
H  -0.96858  -3.08646  2.81829  0.093
H  -3.10212  -1.71878  2.43113  0.083
O  0.96588  8.16475  1.92157  0.073
N  0.99136  7.09818  2.51155  -0.158
C  1.29763  5.78600  2.19510  -0.048
C  1.24981  5.02823  3.37991  -0.142
N  0.84795  5.79787  4.43088  0.152
O  0.68278  7.05613  3.89400  0.025
C  1.66154  3.63320  3.36655  -0.043
N  1.71744  2.86668  4.64042  -0.301
O  0.98875  1.86119  4.76111  0.096
O  2.48257  3.26742  5.53300  0.065
C  2.05009  3.06002  2.15089  0.098
C  1.97013  3.82696  0.97689  -0.082
N  2.41202  3.53182  -0.32029  -0.153
O  2.77292  2.49777  -0.85872  0.096
O  2.40495  4.74589  -1.03664  0.029
N  1.89514  5.77556  -0.27008  0.141
C  1.64092  5.20224  0.94761  -0.132
H  2.42256  2.03832  2.06543  0.089

- Highest occupied orbital energy: -4.56 eV
- E: -36719.19106 eV
- Orbital gap: 0.196 hartree
- Charge: -1

=====

Density functional theory data (the ωB97M-V functional and the def2-TZVPD basis) for the molecule C6H7ClS at a distorted geometry.

Last column: Löwdin charge in e.
Positions of all 15 atoms, in Å:
C  0.67601  1.34147  -1.10118  -0.076
C  0.50447  0.91850  0.37985  -0.337
C  0.92398  -0.38800  0.94202  -0.433
S  1.09291  -1.87315  -0.22050  0.873
C  -0.73999  -1.89517  -0.34617  -0.388
C  -1.32017  -0.77854  0.03137  -0.710
Cl  -3.06082  -0.45238  -0.04774  0.625
C  -0.43650  0.00882  0.92062  -0.394
H  0.36052  2.48154  -1.35247  0.107
H  -0.11459  0.75777  -1.91058  0.140
H  1.76160  1.11469  -1.26685  0.070
H  0.91164  1.68322  1.07019  0.145
H  1.22917  -0.46404  1.98094  0.118
H  -1.05785  -2.81011  -0.98688  0.107
H  -0.73037  0.35540  1.90739  0.153

- Highest occupied orbital energy: -8.36 eV
- E: -29690.03640 eV
- SMILES string: C[C@@H]1[C@@H]2SC=C(Cl)[C@H]12
- Orbital gap: 0.335 hartree
- Charge: 0